1.
{
  "formula": "C3H4LaO5",
  "method": "the ωB97M-V functional and the def2-TZVPD basis",
  "symbols": ["C", "C", "O", "C", "O", "O", "O", "H", "H", "H", "O", "H", "La"],
  "positions_angstrom": [[1.48, -1.03, 1.16], [0.22, -1.55, 1.28], [-0.95, -0.81, 1.11], [-1.51, -0.56, -0.09], [-2.15, 0.55, -0.14], [-1.09, -1.14, -1.10], [1.85, 0.01, 0.47], [2.27, -1.73, 1.51], [0.06, -2.61, 1.47], [0.62, 1.28, -0.68], [0.24, 2.19, -1.42], [1.06, 2.56, -1.75], [-2.09, 2.84, -1.81]],
  "mulliken_spin": [0.00, 0.00, 0.00, -0.01, -0.03, 0.01, -0.01, 0.00, 0.00, 0.01, -0.09, 0.01, 1.11],
  "lumo_ev": [-2.61, -2.73],
  "e_tot_ev": -14266.57110,
  "gap_ev": [2.702, 2.619],
  "spin_multiplicity": 2
}

2.
{
  "formula": "C4H8N4",
  "method": "the ωB97M-V functional and the def2-TZVPD basis",
  "symbols": ["C", "N", "N", "C", "N", "C", "N", "C", "H", "H", "H", "H", "H", "H", "H", "H"],
  "positions_angstrom": [[1.87, 0.96, 0.04], [1.02, -0.22, -0.18], [1.56, -1.50, -0.08], [-0.33, -0.18, 0.01], [-1.01, -1.28, 0.07], [-2.36, -0.84, 0.02], [-2.60, 0.41, -0.12], [-1.28, 0.99, -0.05], [2.89, 0.76, -0.30], [1.88, 1.29, 1.05], [1.46, 1.78, -0.52], [1.11, -2.04, -0.79], [1.21, -1.92, 0.80], [-3.16, -1.57, -0.05], [-1.07, 1.80, -0.79], [-1.20, 1.53, 0.90]],
  "mulliken_charge": [-0.89, 0.24, -0.73, 0.57, -0.69, -0.26, -0.51, -0.25, 0.28, 0.34, 0.31, 0.31, 0.30, 0.40, 0.32, 0.27],
  "lumo_ev": 0.78,
  "smiles": "CN(N)C1=NC=NC1",
  "e_tot_ev": -10236.69218,
  "gap_ev": 9.647
}

3.
{
  "formula": "C4H10S2Si",
  "method": "the ωB97M-V functional and the def2-TZVPD basis",
  "symbols": ["C", "C", "C", "C", "Si", "S", "S", "H", "H", "H", "H", "H", "H", "H", "H", "H", "H"],
  "positions_angstrom": [[0.58, -0.60, -3.03], [-0.53, -0.99, 2.21], [1.44, 0.91, 0.60], [-1.36, 0.86, -0.36], [-0.07, -0.22, 0.42], [0.97, -1.45, -4.27], [0.27, -1.91, -0.96], [0.37, 0.36, -2.65], [-1.57, -1.20, 2.16], [0.08, -1.91, 2.45], [-0.30, -0.28, 3.04], [1.81, 0.76, 1.62], [2.10, 0.59, -0.22], [1.07, 1.91, 0.52], [-1.76, 1.60, 0.31], [-0.90, 1.30, -1.27], [-2.21, 0.26, -0.59]],
  "mulliken_charge": [0.00, -1.07, -0.96, -1.02, 0.53, -0.14, -0.32, 0.24, 0.31, 0.29, 0.30, 0.31, 0.25, 0.34, 0.37, 0.25, 0.32],
  "lumo_ev": -1.00,
  "e_tot_ev": -33856.90882,
  "gap_ev": 7.641
}

4.
{
  "formula": "C2H3NOPS",
  "method": "the ωB97M-V functional and the def2-TZVPD basis",
  "symbols": ["C", "C", "N", "O", "P", "S", "H", "H", "H"],
  "positions_angstrom": [[-1.26, -1.23, 0.03], [-0.38, -0.62, 0.91], [-2.02, -1.77, -0.64], [-2.80, -2.27, -1.39], [-6.62, 1.24, 0.06], [-6.07, -0.46, 0.78], [-0.93, 0.09, 1.68], [0.37, -0.08, 0.26], [0.09, -1.47, 1.40]],
  "mulliken_charge": [0.25, -0.82, 0.53, -0.70, 0.71, 0.28, 0.25, 0.25, 0.25],
  "lumo_ev": -8.30,
  "total_charge": 1,
  "e_tot_ev": -25772.07841,
  "gap_ev": 3.698
}

5.
{
  "formula": "C4H7NO2",
  "method": "the ωB97M-V functional and the def2-TZVPD basis",
  "symbols": ["C", "C", "O", "C", "C", "N", "O", "H", "H", "H", "H", "H", "H", "H"],
  "positions_angstrom": [[-0.89, 0.93, -1.47], [-0.65, -0.28, -0.60], [-1.53, -1.01, -0.22], [0.80, -0.61, -0.24], [1.02, -0.61, 1.24], [0.20, -0.04, 2.15], [0.07, 1.13, 1.49], [-1.95, 1.11, -1.58], [-0.45, 0.76, -2.46], [-0.40, 1.79, -1.03], [1.04, -1.62, -0.60], [1.50, 0.08, -0.74], [1.91, -1.11, 1.61], [-0.66, -0.52, 2.45]],
  "mulliken_charge": [-1.25, 0.77, -0.58, -0.45, -0.19, -0.11, -0.47, 0.34, 0.33, 0.30, 0.36, 0.27, 0.39, 0.30],
  "lumo_ev": [-0.24, -0.64],
  "smiles": "CC(=O)C/C=[NH+]\\[O-]",
  "e_tot_ev": -9841.99149,
  "gap_ev": [8.897, 7.939]
}

6.
{
  "formula": "C7H8O",
  "method": "the ωB97M-V functional and the def2-TZVPD basis",
  "symbols": ["C", "C", "C", "O", "H", "H", "C", "C", "C", "C", "H", "H", "H", "H", "H", "H"],
  "positions_angstrom": [[-1.61, -1.17, 1.48], [-0.78, -0.36, 2.05], [-0.03, 0.56, 2.55], [0.73, 1.15, 3.23], [-1.83, -2.13, 1.71], [-2.25, -0.86, 0.51], [1.03, -1.57, -1.83], [0.53, -0.28, -1.36], [0.42, 0.85, -0.96], [0.10, 2.14, -0.45], [1.99, -1.82, -1.51], [1.16, -1.49, -3.04], [0.40, -2.54, -1.57], [0.67, 2.56, 0.40], [-0.87, 2.04, 0.04], [0.34, 2.92, -1.26]],
  "mulliken_charge": [-0.75, -0.09, 0.75, -0.46, 0.35, 0.19, -1.09, 0.65, 0.14, -1.38, 0.32, 0.24, 0.24, 0.31, 0.30, 0.28],
  "lumo_ev": -0.62,
  "smiles": "C=C=C=O.CC#CC",
  "e_tot_ev": -9430.57092,
  "gap_ev": 8.193
}

7.
{
  "formula": "C12H16N3O",
  "method": "the ωB97M-V functional and the def2-TZVPD basis",
  "symbols": ["C", "C", "C", "C", "N", "N", "C", "C", "C", "C", "N", "C", "C", "C", "C", "O", "H", "H", "H", "H", "H", "H", "H", "H", "H", "H", "H", "H", "H", "H", "H", "H"],
  "positions_angstrom": [[1.62, 3.19, 0.52], [1.18, 2.26, 1.14], [0.48, 1.10, 1.76], [-0.49, 0.49, 0.74], [-1.66, 1.07, 0.72], [-2.54, 0.54, -0.11], [-3.88, 1.12, -0.16], [-4.77, 0.71, 0.75], [-2.23, -0.51, -0.83], [-1.00, -1.16, -0.89], [-0.74, -2.27, -1.69], [-0.01, -0.62, -0.01], [1.37, -1.23, 0.08], [2.56, -0.25, -0.16], [3.61, -0.88, -1.13], [3.24, -0.12, 1.10], [2.10, 3.89, -0.14], [-0.12, 1.51, 2.59], [1.16, 0.36, 2.19], [-4.11, 1.91, -0.88], [-5.80, 0.49, 0.47], [-4.53, 0.60, 1.81], [-3.03, -0.90, -1.46], [-0.67, -3.10, -1.11], [-1.52, -2.42, -2.33], [1.43, -2.01, -0.69], [1.45, -1.75, 1.05], [2.27, 0.71, -0.58], [4.61, -0.64, -0.76], [3.48, -1.96, -1.24], [3.47, -0.39, -2.11], [3.24, 0.81, 1.37]],
  "mulliken_charge": [0.15, -0.89, -0.57, 0.49, -0.74, 0.49, -0.40, -0.53, -0.44, 0.69, -0.55, 0.37, -1.36, 0.60, -1.29, -0.64, 0.42, 0.44, 0.48, 0.37, 0.29, 0.28, 0.36, 0.29, 0.30, 0.47, 0.34, 0.19, 0.35, 0.32, 0.34, 0.37],
  "lumo_ev": -4.49,
  "total_charge": 1,
  "smiles": "C#CCc1n[n+](C=C)cc(N)c1C[C@H](C)O",
  "e_tot_ev": -19210.06172,
  "gap_ev": 8.624
}

8.
{
  "formula": "C6H10OS",
  "method": "the ωB97M-V functional and the def2-TZVPD basis",
  "symbols": ["C", "C", "O", "C", "C", "S", "C", "C", "H", "H", "H", "H", "H", "H", "H", "H", "H", "H"],
  "positions_angstrom": [[-1.94, 0.48, 1.30], [-0.89, -0.38, 0.75], [0.34, -0.06, 1.46], [1.41, -0.56, 0.63], [0.99, -0.37, -0.79], [2.24, -1.32, -1.86], [0.23, 0.97, -1.21], [-0.58, -0.23, -0.84], [-2.45, 0.29, 2.25], [-1.78, 1.60, 1.26], [-2.64, 0.45, 0.41], [-1.26, -1.35, 0.91], [2.30, -0.02, 0.91], [1.52, -1.68, 0.94], [3.24, -0.33, -1.77], [0.22, 1.21, -2.25], [0.28, 1.97, -0.60], [-1.24, -0.67, -1.51]],
  "mulliken_charge": [-1.38, 0.26, -0.44, -0.55, 0.09, -0.24, -0.72, -0.13, 0.35, 0.29, 0.32, 0.32, 0.40, 0.27, 0.15, 0.30, 0.18, 0.52],
  "lumo_ev": 0.84,
  "smiles": "C[C@@H]1OC[C@]2(S)C[C@H]12",
  "e_tot_ev": -19264.33778,
  "gap_ev": 10.125
}